Record 1
{"formula": "C10H22OSi", "method": "ωB97M-V/def2-TZVPD", "relative_energy_ev": 2.742, "mol_weight_g_mol": 186.37, "largest_force_ev_per_a": 4.40, "orbital_gap_ev": [7.5, 8.2], "homo_ev": [-7.42, -7.74], "elements": ["C", "C", "C", "C", "C", "C", "C", "C", "C", "C", "O", "Si", "H", "H", "H", "H", "H", "H", "H", "H", "H", "H", "H", "H", "H", "H", "H", "H", "H", "H", "H", "H", "H", "H"], "positions_angstrom": [[0.849, -0.244, -1.661], [0.019, -0.102, -0.654], [0.639, 1.512, 2.257], [2.331, 1.521, 0.509], [0.205, 2.739, -0.001], [-1.154, -2.628, 0.699], [-2.967, -1.065, -1.383], [-2.368, -0.063, 1.396], [0.895, -1.310, -2.696], [0.910, 1.743, 0.834], [1.943, -1.179, -3.620], [-1.531, -0.936, -0.005], [1.653, 0.570, -1.968], [0.526, 0.390, 2.527], [1.367, 1.789, 2.974], [-0.395, 1.907, 2.457], [2.962, 1.266, 1.356], [2.942, 2.414, 0.071], [2.523, 0.823, -0.252], [0.386, 3.729, 0.116], [-0.813, 2.635, 0.209], [0.366, 2.490, -1.098], [-1.124, -2.544, 1.815], [-1.591, -3.460, 0.244], [-0.092, -2.846, 0.494], [-2.416, -0.950, -2.409], [-3.501, -2.013, -1.451], [-3.733, -0.355, -1.432], [-1.900, -0.119, 2.351], [-2.765, 0.956, 1.169], [-3.217, -0.736, 1.502], [-0.052, -1.399, -3.395], [1.022, -2.238, -2.230], [1.827, -0.415, -4.200]], "lowdin_charge": [-0.21, -0.07, -0.08, -0.10, -0.08, -0.18, -0.17, -0.21, -0.30, -0.37, -0.08, 0.50, 0.14, 0.11, 0.06, 0.09, 0.07, 0.12, 0.02, 0.05, 0.05, 0.10, 0.05, 0.00, 0.03, 0.04, 0.01, -0.02, 0.00, 0.05, 0.03, 0.15, 0.10, 0.09]}

***

Record 2
{"formula": "C3H10F3N2O2Pb", "method": "ωB97M-V/def2-TZVPD", "relative_energy_ev": 2.535, "mol_weight_g_mol": 370.32, "largest_force_ev_per_a": 7.12, "orbital_gap_ev": [6.5, 6.7], "charge": 1, "homo_ev": [-13.75, -13.73], "elements": ["C", "Pb", "N", "N", "H", "H", "H", "H", "H", "H", "H", "H", "H", "H", "F", "C", "F", "F", "C", "O", "O"], "positions_angstrom": [[-2.279, 0.627, -1.422], [-0.625, 0.970, -0.388], [1.438, -0.163, 1.321], [0.695, -0.867, -1.680], [1.077, -1.086, 1.546], [-1.286, 2.421, -1.177], [-3.162, 1.166, -1.059], [-2.448, -0.516, -1.150], [-2.105, 0.683, -2.508], [0.673, -1.629, -0.998], [1.647, -0.696, -1.999], [0.121, -1.134, -2.480], [2.377, -0.286, 0.931], [1.555, 0.336, 2.207], [-2.564, -1.826, 3.573], [-2.450, -2.165, 2.267], [-1.869, -3.392, 2.190], [-3.713, -2.267, 1.740], [-1.655, -1.093, 1.421], [-1.721, 0.129, 1.818], [-1.099, -1.555, 0.383]], "lowdin_charge": [-0.41, 1.47, 0.05, 0.04, 0.04, 0.05, 0.05, 0.07, 0.04, 0.04, 0.07, 0.07, 0.06, 0.07, 0.15, -0.47, 0.14, 0.14, -0.55, -0.04, -0.08]}

***

Record 3
{"formula": "C5H8O2", "method": "ωB97M-V/def2-TZVPD", "relative_energy_ev": 4.400, "mol_weight_g_mol": 100.12, "largest_force_ev_per_a": 3.34, "orbital_gap_ev": 9.8, "homo_ev": -8.86, "elements": ["C", "C", "O", "C", "C", "C", "O", "H", "H", "H", "H", "H", "H", "H", "H"], "positions_angstrom": [[-1.335, 0.616, -0.520], [-1.171, -0.790, -0.106], [-0.011, -1.444, -0.612], [1.162, -0.726, -0.237], [1.283, 0.112, 1.026], [1.105, 0.768, -0.317], [-0.133, 1.372, -0.654], [-1.892, 0.854, -1.418], [-2.353, 0.610, 0.208], [-1.158, -0.910, 0.977], [-2.289, -0.984, -0.273], [2.062, -1.261, -0.550], [0.452, 0.184, 1.718], [2.258, 0.182, 1.505], [1.934, 1.343, -0.738]], "lowdin_charge": [-0.21, -0.24, -0.06, -0.22, -0.03, -0.24, -0.06, 0.11, 0.17, 0.11, 0.14, 0.15, 0.11, 0.11, 0.15]}

***

Record 4
{"formula": "C45H54Br2ClN2O2PdSi", "method": "ωB97M-V/def2-TZVPD", "relative_energy_ev": 2.477, "mol_weight_g_mol": 984.71, "largest_force_ev_per_a": 2.03, "orbital_gap_ev": [5.0, 5.0], "charge": 1, "homo_ev": [-10.03, -10.03], "elements": ["Pd", "O", "C", "C", "C", "C", "C", "C", "C", "O", "N", "N", "C", "C", "Br", "C", "C", "C", "C", "C", "C", "C", "H", "H", "H", "H", "H", "H", "H", "H", "H", "H", "H", "H", "H", "H", "C", "C", "C", "C", "C", "C", "C", "C", "C", "C", "H", "H", "H", "H", "H", "H", "H", "Cl", "C", "C", "C", "C", "C", "C", "C", "H", "H", "H", "H", "H", "H", "C", "C", "C", "C", "Si", "Br", "C", "C", "C", "C", "C", "C", "C", "C", "H", "H", "H", "H", "H", "H", "H", "H", "H", "H", "H", "H", "H", "H", "H", "H", "H", "H", "H", "H", "H", "H", "H", "H", "H", "H", "H"], "positions_angstrom": [[0.124, -0.072, 0.159], [-2.468, 5.065, -0.466], [-1.127, 5.205, -0.679], [-0.537, 6.432, -0.956], [0.830, 6.516, -1.148], [1.620, 5.383, -1.065], [1.036, 4.157, -0.806], [-0.331, 4.061, -0.614], [-0.999, 2.700, -0.424], [-0.312, 1.703, -0.947], [-1.279, 2.481, 0.999], [-1.353, 1.227, 1.421], [-1.918, 0.962, 2.554], [-1.924, -0.324, 3.157], [-0.877, -1.680, 2.279], [-2.527, -0.632, 4.328], [-3.426, 0.243, 5.060], [-3.304, 0.332, 6.449], [-4.148, 1.148, 7.176], [-5.157, 1.854, 6.538], [-5.306, 1.749, 5.164], [-4.442, 0.965, 4.426], [-2.916, 5.898, -0.654], [-1.153, 7.318, -1.022], [1.272, 7.471, -1.383], [2.687, 5.453, -1.202], [1.630, 3.257, -0.762], [-2.007, 2.792, -0.916], [-1.793, 3.207, 1.498], [-2.380, 1.758, 3.141], [-2.331, -1.596, 4.776], [-2.522, -0.220, 6.946], [-4.024, 1.230, 8.244], [-5.831, 2.471, 7.111], [-6.107, 2.278, 4.670], [-4.587, 0.856, 3.361], [3.561, 1.151, 4.724], [2.341, 1.612, 4.213], [1.815, 1.052, 3.080], [2.456, -0.024, 2.431], [1.925, -0.636, 1.274], [2.521, -1.755, 0.749], [3.705, -2.267, 1.307], [4.285, -1.647, 2.381], [3.674, -0.528, 2.983], [4.213, 0.108, 4.121], [3.987, 1.631, 5.592], [1.832, 2.424, 4.710], [0.882, 1.424, 2.664], [2.095, -2.268, -0.109], [4.147, -3.148, 0.866], [5.208, -2.025, 2.794], [5.150, -0.253, 4.518], [-3.105, -3.004, 0.286], [-3.309, -1.399, -0.321], [-4.486, -0.736, -0.041], [-4.743, 0.502, -0.610], [-3.836, 1.045, -1.520], [-2.668, 0.389, -1.812], [-2.306, -0.824, -1.160], [-1.036, -1.398, -1.382], [-5.218, -1.210, 0.595], [-5.668, 1.011, -0.389], [-4.069, 1.979, -2.010], [-1.970, 0.800, -2.527], [-0.531, -1.091, -2.294], [-0.852, -2.417, -1.041], [4.265, 1.621, -5.953], [3.249, 1.478, -4.816], [1.904, 1.060, -5.421], [3.038, 2.857, -4.181], [3.877, 0.183, -3.483], [2.036, 0.228, -1.872], [3.841, -1.709, -4.000], [2.510, -2.062, -4.675], [3.987, -2.628, -2.782], [4.973, -2.030, -4.979], [5.388, 0.737, -2.364], [5.677, -0.310, -1.281], [6.664, 0.919, -3.191], [5.092, 2.063, -1.655], [3.878, 2.307, -6.705], [4.459, 0.670, -6.440], [5.210, 2.019, -5.595], [1.488, 1.894, -5.981], [1.190, 0.785, -4.652], [2.018, 0.234, -6.114], [2.560, 3.516, -4.902], [3.979, 3.316, -3.903], [2.397, 2.798, -3.306], [1.664, -1.697, -4.101], [2.418, -3.142, -4.760], [2.458, -1.655, -5.678], [3.330, -2.322, -1.976], [5.006, -2.646, -2.416], [3.722, -3.646, -3.060], [4.896, -1.436, -5.885], [4.927, -3.079, -5.261], [5.946, -1.849, -4.531], [6.200, -1.164, -1.697], [4.770, -0.648, -0.790], [6.318, 0.129, -0.520], [6.919, 0.015, -3.735], [7.492, 1.158, -2.525], [6.568, 1.732, -3.904], [4.136, 2.039, -1.141], [5.098, 2.892, -2.354], [5.866, 2.259, -0.916]], "lowdin_charge": [0.72, 0.05, -0.27, -0.02, -0.08, -0.08, -0.02, -0.09, -0.48, -0.33, 0.05, -0.06, -0.20, -0.57, 0.90, -0.09, -0.24, -0.03, -0.07, -0.07, -0.07, -0.05, 0.11, 0.11, 0.11, 0.10, 0.09, 0.13, 0.16, 0.13, 0.11, 0.12, 0.11, 0.11, 0.11, 0.11, -0.07, -0.06, -0.04, -0.18, -0.17, -0.18, -0.07, -0.02, -0.16, -0.02, 0.11, 0.11, 0.09, 0.08, 0.11, 0.12, 0.12, 0.72, -0.60, -0.09, -0.02, -0.05, -0.02, -0.32, 0.03, 0.11, 0.12, 0.12, 0.13, 0.06, 0.07, -0.08, -0.62, -0.11, -0.10, 0.72, 0.60, -0.62, -0.11, -0.11, -0.08, -0.62, -0.10, -0.08, -0.11, 0.09, 0.07, 0.07, 0.09, 0.05, 0.06, 0.09, 0.06, 0.05, 0.05, 0.09, 0.07, 0.02, 0.07, 0.09, 0.07, 0.09, 0.07, 0.07, 0.04, 0.09, 0.07, 0.09, 0.07, 0.04, 0.06, 0.09]}